1.
Here is a cluster of 6 separate species, C35H78BrINO10P2S in total from the Open Molecules 2025 dataset. Energies are from ωB97M-V/def2-TZVPD.

## Properties
Total charge: +1
Orbital gap, eV: 7.6

Atoms and positions in Å:
C 6.72984 1.46886 2.20368
C 6.31934 0.09970 2.78207
C 6.53122 -1.04160 1.76380
C 5.30342 -1.90555 1.47204
C 4.06210 -1.09032 1.05031
C 3.48025 -1.53389 -0.30166
C 2.85483 -0.39928 -1.12400
C 1.34347 -0.28216 -0.90408
C 0.69768 1.02026 -1.40396
C -0.62178 1.36295 -0.69298
C -0.67906 2.45226 0.41196
C 0.27888 3.64042 0.27875
C 0.27116 4.59642 -0.89349
O 0.66979 5.69672 -0.78859
Br -0.31344 4.02009 -2.64801
C -0.35253 1.70155 1.71948
P 1.26166 1.41797 2.53726
P 0.93115 2.92605 4.08530
O -0.21981 2.50869 4.90545
O 2.34702 2.96528 4.78634
O 0.73545 4.38363 3.46066
N -1.41773 1.18801 2.24769
C -1.49740 0.28898 3.41749
S -1.78012 -1.44129 3.01286
C -0.15861 -1.99204 2.41504
C 0.08830 -3.44511 2.81942
C -2.66927 1.60297 1.54436
C -3.35463 0.47519 0.75872
C -4.45230 -0.30164 1.51298
C -5.87347 0.05823 1.14595
I -6.37169 2.08872 1.58386
C -2.14470 2.84255 0.79963
C -3.09021 3.43123 -0.24461
C -3.62327 4.82978 0.09054
C -2.61842 5.95042 -0.07321
O -4.14881 4.81216 1.42072
H 6.13856 2.28706 2.61491
H 7.77160 1.68023 2.44530
H 6.61214 1.48085 1.12503
H 6.91575 -0.09769 3.67328
H 5.27775 0.12886 3.10963
H 6.85771 -0.59929 0.82057
H 7.33585 -1.69190 2.10990
H 5.07196 -2.50973 2.35314
H 5.57667 -2.60121 0.67724
H 4.34092 -0.03641 0.96142
H 3.31466 -1.18009 1.84314
H 2.69176 -2.27875 -0.14759
H 4.26505 -2.02515 -0.87331
H 3.01556 -0.61255 -2.18422
H 3.37272 0.54716 -0.93609
H 0.91257 -1.09957 -1.48789
H 1.09612 -0.47371 0.14613
H 1.43614 1.82393 -1.40479
H 0.43267 0.87451 -2.45129
H -1.35881 1.65319 -1.43953
H -0.97472 0.43853 -0.24280
H 1.31069 3.28726 0.31229
H 0.15979 4.30531 1.13136
H 2.13659 2.01556 1.61618
H 2.23793 3.26247 5.70614
H -0.16680 4.67711 3.66301
H -2.35275 0.62159 3.99982
H -0.61196 0.40015 4.02945
H -0.14729 -1.90238 1.32930
H 0.62130 -1.34605 2.81099
H 1.16019 -3.61559 2.92399
H -0.37545 -3.69098 3.77234
H -0.27589 -4.14117 2.06607
H -3.38127 1.93780 2.30361
H -2.61159 -0.24782 0.43226
H -3.80013 0.90357 -0.13832
H -4.34119 -1.36021 1.26666
H -4.31397 -0.23484 2.59344
H -6.58294 -0.54215 1.70422
H -6.07662 -0.09384 0.09035
H -2.01298 3.59324 1.58682
H -2.66723 3.41972 -1.24751
H -3.97472 2.79425 -0.28992
H -4.46584 5.01040 -0.58129
H -1.76840 5.79931 0.60184
H -2.22370 6.00846 -1.08544
H -3.06820 6.90946 0.18092
H -3.68949 5.47197 1.94821
C -9.84374 -0.79627 0.01264
C -8.84528 -1.59083 -0.80457
O -7.80183 -2.14372 0.00445
H -9.34111 0.01962 0.53653
H -10.62023 -0.37272 -0.62526
H -10.32831 -1.43662 0.74984
H -8.34701 -0.95468 -1.53613
H -9.35018 -2.39499 -1.34768
H -8.21799 -2.73548 0.63918
C 6.92196 -3.86145 -4.23548
C 6.45269 -3.93001 -2.79791
O 5.22137 -3.22866 -2.59211
H 7.05106 -2.82313 -4.54527
H 7.86772 -4.38755 -4.35941
H 6.19556 -4.32846 -4.90086
H 7.17228 -3.45676 -2.13079
H 6.33808 -4.97322 -2.48836
H 4.55983 -3.63324 -3.16160
C 8.65019 -7.61819 -6.81188
C 8.11221 -7.64290 -5.39432
O 6.86552 -6.95886 -5.27354
H 8.77023 -6.59029 -7.15476
H 9.61546 -8.12167 -6.87232
H 7.96233 -8.12137 -7.49521
H 8.79368 -7.12956 -4.71703
H 8.00698 -8.67472 -5.04408
H 6.23199 -7.39833 -5.84875
C 5.63211 5.41835 -1.38281
C 5.17220 3.97496 -1.37971
O 5.53382 3.28797 -0.18174
H 6.71268 5.46959 -1.25175
H 5.36820 5.91035 -2.31915
H 5.16610 5.97455 -0.56580
H 5.64353 3.41520 -2.18560
H 4.08796 3.92075 -1.53006
H 5.14714 3.74564 0.57051
C -14.43390 -1.54392 0.21386
C -13.39708 -2.35482 -0.53905
O -12.40012 -2.89953 0.32439
H -13.95551 -0.73396 0.76514
H -15.16725 -1.11585 -0.47015
H -14.96664 -2.16998 0.93308
H -12.85852 -1.72531 -1.24642
H -13.87814 -3.15836 -1.10563
H -12.83900 -3.47854 0.95489

Cartesian forces, eV/Å:
C -0.0195 -0.2629 0.3635
C 0.1250 0.1239 -0.2231
C -0.0485 0.0265 0.1326
C 0.0224 0.1033 0.2487
C 0.1105 -0.2527 -0.1726
C -0.1686 0.1483 0.0689
C 0.0033 -0.1003 -0.2002
C 0.2011 0.1092 -0.2517
C 0.0872 -0.2144 0.0091
C -0.0085 0.1461 -0.3207
C 0.1037 -0.3470 0.6885
C -0.2562 -0.1893 -0.2251
C -0.1633 -0.2698 -0.0582
O 0.2629 0.6531 0.1114
Br -0.0486 -0.1515 -0.1770
C -0.1951 -0.0491 0.0255
P 0.3753 -0.6361 0.0552
P -0.2720 0.0398 0.2712
O 0.2466 0.1442 -0.2358
O -0.2647 0.0668 -0.0061
O -0.0973 -0.1216 0.0059
N 0.0470 0.0828 -0.2399
C 0.0141 -0.2025 -0.1656
S -0.0776 0.0552 0.0917
C 0.0441 -0.1213 -0.1216
C 0.1842 -0.0893 -0.0589
C -0.3553 0.2899 0.1846
C 0.0052 -0.3256 0.0314
C 0.0769 0.0094 -0.0822
C -0.0759 -0.0745 0.1030
I -0.0004 0.0877 0.0000
C 0.3244 0.1512 -0.3600
C -0.2942 -0.2614 0.0108
C 0.0176 0.0789 -0.0189
C 0.1859 -0.1199 0.2135
O 0.1412 -0.0986 0.0286
H -0.0369 0.0482 0.0951
H 0.0450 0.0363 -0.1648
H -0.0205 0.1261 -0.0869
H -0.1129 -0.0198 0.0920
H -0.0512 -0.0327 -0.0348
H 0.0900 -0.0431 -0.0567
H 0.0731 -0.0166 -0.1125
H -0.0017 -0.0333 -0.0081
H -0.0902 -0.0907 -0.0013
H 0.0033 0.0598 0.1109
H -0.1340 0.2525 -0.0158
H 0.1543 -0.2086 0.0232
H -0.0347 0.0776 -0.0948
H 0.0302 0.0925 -0.0288
H -0.0446 0.0328 0.1406
H -0.2736 -0.1511 0.3403
H 0.0560 0.1139 0.1099
H -0.0885 0.1357 0.1514
H 0.1813 0.1267 -0.0855
H -0.0731 -0.0338 0.0153
H -0.1293 -0.0408 -0.1287
H 0.0454 0.0070 -0.0777
H 0.0642 -0.0282 0.1129
H -0.1212 0.3136 0.0095
H 0.3094 -0.0510 -0.0055
H 0.0830 0.1603 0.0084
H 0.0039 0.0210 0.0772
H 0.0267 0.0496 0.0179
H 0.0913 0.0487 -0.0086
H -0.0685 0.0589 0.1589
H -0.0033 -0.0211 -0.0533
H -0.0169 0.0461 0.0476
H -0.1155 0.0070 0.0327
H 0.1524 0.0074 0.1164
H 0.0013 0.0416 -0.0717
H 0.0736 0.0014 -0.0714
H 0.0148 -0.0287 0.0470
H -0.0394 0.0743 0.0405
H -0.0206 0.0062 -0.0430
H 0.0161 0.0572 -0.0194
H -0.0861 0.0500 0.0427
H 0.0886 0.0943 -0.0300
H 0.0063 0.0607 -0.0565
H -0.0090 0.0163 -0.0150
H 0.0199 0.0309 0.0125
H -0.0725 0.0070 -0.0814
H -0.0489 0.0395 -0.0557
H -0.1054 0.0916 -0.0354
C 0.1771 0.0370 0.1098
C -0.0641 -0.0732 0.0232
O -0.0489 0.0492 0.0026
H -0.0123 0.0267 -0.0292
H -0.0116 -0.0095 -0.0121
H -0.0798 -0.0019 -0.0390
H 0.0343 -0.0082 -0.0114
H -0.0140 0.0359 -0.0428
H 0.0076 -0.0479 -0.0058
C -0.0753 0.2080 -0.0072
C -0.0554 -0.0585 -0.0319
O 0.0741 -0.0308 -0.0354
H 0.0344 0.0024 0.0352
H -0.0027 -0.0363 -0.0120
H 0.0377 -0.0775 -0.0113
H -0.0034 0.0109 0.0242
H 0.0468 -0.0028 0.0237
H -0.0084 -0.0030 -0.0231
C -0.0709 0.0833 -0.0020
C -0.0573 -0.0300 -0.0466
O 0.0345 -0.0353 -0.0100
H 0.0235 0.0026 0.0053
H 0.0011 -0.0158 0.0100
H 0.0205 -0.0365 -0.0002
H 0.0047 0.0001 0.0265
H 0.0415 0.0039 0.0311
H -0.0196 -0.0061 -0.0096
C 0.0511 -0.0364 0.0792
C -0.0203 0.0275 0.1250
O -0.1177 -0.0850 -0.1446
H 0.0050 0.0092 -0.0241
H -0.0103 -0.0024 -0.0105
H -0.0229 0.0185 -0.0211
H 0.0076 -0.0129 -0.0150
H -0.0524 -0.0021 -0.0532
H 0.0671 0.1086 0.0069
C 0.0849 0.0000 0.0713
C -0.0376 -0.0495 0.0563
O -0.0140 0.0186 -0.0098
H -0.0034 0.0175 -0.0163
H -0.0053 -0.0122 -0.0136
H -0.0329 -0.0067 -0.0243
H 0.0157 -0.0048 -0.0239
H 0.0072 0.0247 -0.0445
H 0.0000 -0.0210 0.0137

Here are the Mulliken charges for atoms 1 to 5, given in e: atom 1 (C): -1.060, atom 2 (C): -0.240, atom 3 (C): -0.959, atom 4 (C): -0.964, atom 5 (C): 0.357

***

2.
Here is the molecule C5H5FN2 at a distorted geometry from the Open Molecules 2025 dataset. Energies are from ωB97M-V/def2-TZVPD.

## Properties
Energy relative to the best compared isomer or geometry (same formula, charge and spin), kcal per mole: 16.7
Orbital gap, eV: 8.7

Atoms and positions in Å:
H -2.13008 0.09047 -2.65864
N -2.22300 0.31867 -1.64164
C -1.06561 0.18636 -1.11656
C 0.17103 -0.28005 -1.77832
C 1.13236 -0.51229 -0.89759
C 0.60906 -0.07215 0.43073
C 1.27207 -0.17392 1.59215
F 0.75179 0.23185 2.74504
N -0.71070 0.31202 0.20578
H 0.18275 -0.38749 -2.88408
H 2.15910 -0.77499 -1.14127
H 2.28148 -0.57448 1.61578
H -1.43688 0.25726 1.03145

Cartesian forces, eV/Å:
H -0.2370 0.3390 1.1366
N 0.4063 -0.0566 -0.4711
C -0.0507 -0.7932 -0.8112
C -0.3589 -0.0237 -1.6775
C 0.3347 0.8843 0.5307
C 0.4570 -1.0872 -0.1006
C 0.1554 -0.0376 -1.5508
F -0.2322 0.0659 0.5379
N -2.2027 0.3307 3.3064
H 0.2060 -0.0369 1.0230
H -0.2770 -0.1112 0.3600
H -0.1979 0.1725 0.2969
H 1.9970 0.3540 -2.5803

Here are the Mulliken charges for atoms 1 to 5, given in e: atom 1 (H): 0.228, atom 2 (N): -0.729, atom 3 (C): 0.455, atom 4 (C): -0.139, atom 5 (C): -0.724

***

3.
Here is a cluster of 2 separate species, C6H12N3 in total at a distorted geometry from the Open Molecules 2025 dataset. Energies are from ωB97M-V/def2-TZVPD.

## Properties
Total charge: +1
Energy relative to the best compared isomer or geometry (same formula, charge and spin), kcal per mole: 133.4
Orbital gap (alpha / beta), eV: 7.4 / 7.4

Atoms and positions in Å:
C -0.79515 -0.28039 0.04961
C 0.15018 1.74678 -0.40644
C -1.44933 -0.41928 1.22443
C -0.05511 0.11792 -2.20065
C 0.41534 2.75426 0.55484
C -1.46348 -1.53475 2.18064
N 0.24685 1.41523 -1.54504
N -0.70361 -0.57475 -1.12583
N 1.98254 -1.69230 -1.03354
H -2.19304 0.43920 1.43282
H -0.84824 0.22754 -2.88236
H 0.81478 -0.27278 -2.77372
H -0.37349 3.08128 1.25967
H 1.04807 3.48509 -0.04629
H 1.09863 2.31330 1.35573
H -1.98124 -1.30250 3.01026
H -0.48929 -1.82509 2.41424
H -1.96726 -2.31284 1.56539
H 2.60327 -0.96303 -1.38299
H 1.83639 -2.53133 -1.58874
H 2.12322 -1.87155 -0.06200

Cartesian forces, eV/Å:
C -0.8433 -0.5592 0.2814
C -0.1522 -0.3243 -2.2522
C -1.1067 2.6425 -0.5124
C 0.3006 0.9385 1.7154
C 2.2279 0.4540 2.1994
C 0.7854 -0.4162 -3.4776
N 0.5317 0.0742 0.6130
N -0.2928 -2.0380 -0.6635
N -0.4260 0.6313 -0.3056
H 1.0473 -1.4496 -0.6043
H -0.8212 0.8651 -1.1750
H -0.5422 -0.1156 1.1623
H -0.0925 0.2843 -1.3218
H -1.1438 -0.1855 1.1955
H -0.3398 0.2964 -1.2438
H -1.8326 0.6417 2.8217
H 1.5412 -0.9291 0.4509
H 0.2602 -0.0225 0.6975
H 0.0193 -0.9810 -0.0060
H 0.5717 0.4864 0.1681
H 0.3080 -0.2934 0.2569

Here are the Mulliken charges for atoms 1 to 5, given in e: atom 1 (C): 0.458, atom 2 (C): 0.762, atom 3 (C): -0.091, atom 4 (C): -0.369, atom 5 (C): -1.073